A cluster of 2 separate species, C5H14 in total at a distorted geometry, computed with wB97M-V/def2-TZVPD.

The geometry in XYZ format:
```
19
Properties=species:S:1:pos:R:3:mulliken_charge:R:1
C -0.53020 2.68856 0.72271 -0.788
C -1.54482 1.72022 1.40091 -0.890
H 0.49320 2.35576 0.87834 0.234
H -0.66592 2.66274 -0.36361 0.237
H -0.65185 3.71656 1.04411 0.329
H -2.25935 2.33446 1.96661 0.342
H -1.11840 0.94308 2.01946 0.298
H -2.20706 1.39113 0.61572 0.257
C 0.36483 -1.59440 -1.27127 -0.257
C 0.07049 -1.14474 0.17309 -1.090
C 1.82451 -2.08957 -1.35018 -1.018
H -0.39005 -2.34603 -1.51271 0.245
H 0.18949 -0.78499 -1.98488 0.303
H 0.58868 -0.30411 0.63320 0.272
H 1.98634 -2.99317 -1.92875 0.328
H 2.42683 -1.27511 -1.74741 0.257
H 2.17630 -2.37603 -0.35891 0.316
H -0.97459 -0.84316 0.32120 0.267
H 0.22156 -2.06122 0.74237 0.356
```

The frontier orbital gap is 12.52 eV. Its structure (SMILES) is CCC.CC. The LUMO energy comes out at 0.043 Ha. The calculation puts the energy at -5411.4843 eV. Its spin multiplicity is 1.